Record 1
# C27H20Cl4GdN7O2S2

C27H20Cl4GdN7O2S2 as an isolated structure (wB97M-V/def2-TZVPD, the OMol25 dataset).

Atoms and positions in Å:
Gd 0.4277 0.9996 -0.2130
Cl -3.5488 -1.9409 -4.8432
C -2.0505 -1.6879 -3.9932
C -2.1653 -1.5138 -2.6074
C -0.9980 -1.2122 -1.9090
N -0.9840 -1.1649 -0.4436
C 0.4421 -2.4805 1.1689
O 0.9384 -3.5432 1.4629
C 0.4725 -1.3460 2.2171
C 0.3042 -1.7454 3.5404
C 0.2585 -0.8145 4.5383
C 0.3732 0.5448 4.2201
C 0.5410 0.8627 2.8826
N 0.5749 -0.0451 1.9139
C 0.2147 -1.0327 -2.5326
C 0.2475 -1.2066 -3.9323
C -0.8428 -1.6031 -4.6460
Cl -0.7917 -1.5544 -6.3626
N 1.2729 -0.5439 -1.7614
C 2.5605 -0.8578 -1.9685
O 3.0130 -1.7068 -2.7104
C 3.5164 -0.0576 -1.1291
C 4.8867 -0.2774 -1.2280
C 5.7569 0.5182 -0.4991
C 5.2293 1.4363 0.4203
C 3.8814 1.5356 0.4780
N 3.0243 0.8630 -0.2831
H -3.0805 -1.7376 -2.1138
H 0.2484 -2.7820 3.7099
H 0.0292 -1.2059 5.5102
H 0.3350 1.3682 4.9380
H 0.5907 1.9376 2.6525
H 1.1653 -1.0362 -4.4772
H 5.1464 -1.0484 -1.9618
H 6.8270 0.3854 -0.6321
H 5.8389 1.9919 1.1124
H 3.4719 2.2440 1.1735
C -2.9068 4.5478 3.5817
S -1.5536 4.9269 2.3836
C -1.2452 3.3678 1.5973
S 0.1728 3.5497 0.5602
N -2.0223 2.3859 1.7030
N -1.7417 1.3213 0.8110
C -2.5073 0.2401 0.8887
C -2.2356 -0.9802 0.2576
C -3.0825 -2.0996 0.4476
C -2.9199 -3.3790 0.0465
C -1.8134 -3.9748 -0.6480
C -0.5634 -3.5334 -0.6811
N -0.2247 -2.3308 -0.0090
H -2.9053 5.3364 4.3556
H -2.7180 3.5845 4.0668
H -3.8842 4.5463 3.0827
H -3.4687 0.2748 1.4192
H -3.9207 -1.9155 1.1227
H -3.7517 -4.0329 0.2796
H -2.0265 -4.9392 -1.0928
H 0.1937 -4.0564 -1.2473
Cl 1.2753 3.2429 -2.7161
C -0.4747 3.4775 -2.9670
Cl -1.3488 1.9183 -2.7359
H -0.6452 3.7942 -4.0109
H -0.8089 4.1844 -2.1878

For the energy, the calculation gives -4977.4926 Eh. For the highest occupied orbital energy (alpha / beta), the calculation gives -6.9 / -6.7 eV. The value obtained for the HOMO-LUMO gap (alpha / beta) is 0.2357 / 0.1743 hartree. Its spin multiplicity is 8. The LUMO energy (alpha / beta) is -0.48 / -2.00 eV. Its energy above the lowest of the compared OMol25 structures with the same formula, charge and spin is 55.0 kcal per mole.

***

Record 2
# C41H36AsCl2IN2OPReS

C41H36AsCl2IN2OPReS as an isolated structure (wB97M-V/def2-TZVPD, the OMol25 dataset).

Atoms and positions in Å:
Re -0.0099 -1.6871 -2.3620
Cl -0.2385 -3.2099 -4.1204
C 0.1463 -4.7818 -3.5288
C 0.0685 -5.8744 -4.3712
C 0.3902 -7.1338 -3.8765
C 0.7961 -7.2999 -2.5630
C 0.8669 -6.2009 -1.7166
Cl 1.3482 -6.3615 -0.0823
C 0.5333 -4.9206 -2.1948
S 0.6233 -3.5879 -1.0831
H -0.2374 -5.7559 -5.3987
H 0.3196 -7.9897 -4.5303
H 1.0550 -8.2820 -2.1981
N 2.4145 0.7698 -3.9888
C 2.6547 -0.5236 -3.7993
O 1.8411 -1.2746 -3.2388
C 3.9686 -1.0671 -4.2604
I 5.2858 -0.9428 -2.5347
H 1.5470 1.1801 -3.6695
H 3.0871 1.3767 -4.4339
H 4.4093 -0.4925 -5.0705
H 3.8910 -2.1206 -4.5278
N -1.8417 -1.8836 -1.8347
C -2.9801 -2.0225 -1.6090
C -4.3013 -2.2352 -1.2675
C -4.6246 -3.3586 -0.4759
C -5.9380 -3.5750 -0.1247
C -6.9315 -2.6981 -0.5502
C -6.6150 -1.5890 -1.3288
C -5.3095 -1.3489 -1.6956
H -3.8447 -4.0352 -0.1623
H -6.1981 -4.4265 0.4842
H -7.9582 -2.8826 -0.2766
H -7.3936 -0.9139 -1.6457
H -5.0510 -0.5009 -2.3106
C -0.5531 -0.5701 0.9201
C -0.1971 0.1620 2.2121
As -0.9431 2.0022 2.4338
C 0.5604 3.2108 2.0187
C 0.4156 4.2737 1.1441
C 1.4915 5.1122 0.8928
C 2.6992 4.8934 1.5329
C 2.8260 3.8536 2.4378
C 1.7602 3.0052 2.6871
C -0.9206 2.2368 4.3631
C -0.4999 1.2570 5.2587
C -0.2846 1.5927 6.5821
C -0.5676 2.8744 7.0374
C -1.0141 3.8489 6.1530
C -1.2143 3.5236 4.8261
P 0.2886 -0.0141 -0.6301
C -0.4467 1.6012 -1.0557
C 0.2749 2.5928 -1.7203
C -0.3371 3.7773 -2.0958
C -1.6798 3.9903 -1.8295
C -2.4168 2.9969 -1.2031
C -1.8118 1.8067 -0.8320
C 2.0033 0.1235 -0.0356
C 2.7200 1.2990 0.1519
C 3.9980 1.2449 0.6885
C 4.5568 0.0357 1.0665
C 3.8428 -1.1392 0.8830
C 2.5801 -1.0975 0.3268
H -1.6325 -0.5542 0.7499
H -0.2615 -1.6223 1.0230
H 0.8886 0.2022 2.3454
H -0.6288 -0.4248 3.0282
H -0.5380 4.4542 0.6653
H 1.3803 5.9409 0.2115
H 3.5359 5.5482 1.3434
H 3.7548 3.6997 2.9662
H 1.8664 2.1985 3.4020
H -0.2944 0.2470 4.9344
H 0.0998 0.8457 7.2598
H -0.4779 3.0999 8.0898
H -1.2251 4.8459 6.5053
H -1.5958 4.2687 4.1360
H 1.3232 2.4511 -1.9362
H 0.2349 4.5483 -2.5865
H -2.1523 4.9165 -2.1182
H -3.4671 3.1506 -1.0112
H -2.4205 1.0194 -0.4078
H 2.2947 2.2586 -0.0978
H 4.5612 2.1564 0.8078
H 5.5449 0.0049 1.4976
H 4.2781 -2.0866 1.1599
H 2.0273 -2.0126 0.1649

For the energy, the calculation gives -6039.4640 Eh. For the highest occupied orbital energy (alpha / beta), the calculation gives -15.3 / -15.3 eV. The value obtained for the HOMO-LUMO gap (alpha / beta) is 0.2144 / 0.1687 hartree. Its spin multiplicity is 2. The LUMO energy (alpha / beta) is -9.44 / -10.68 eV. Its energy above the lowest of the compared OMol25 structures with the same formula, charge and spin is 42.9 kcal per mole. The net charge is +3.

***

Record 3
# C4H11NO

A 2-piece molecular cluster, C4H11NO overall (wB97M-V/def2-TZVPD, the OMol25 dataset).

Atoms and positions in Å:
C 0.1562 1.4216 1.0402
C 0.7064 2.1954 -0.1396
O 1.0683 3.3369 -0.0947
H -0.8696 1.2064 0.6706
H -0.0429 2.0130 1.9251
H 0.5984 0.4523 1.2537
H 0.9154 1.5427 -1.0025
C -0.9066 -2.6469 0.7504
N 0.0234 -2.1718 -0.2760
C -0.6459 -1.3755 -1.3111
H -1.6073 -3.4339 0.4728
H -0.3317 -2.9258 1.6351
H -1.4877 -1.7972 1.0985
H 0.4550 -2.9891 -0.6881
H -1.5175 -1.8777 -1.7473
H 0.0762 -1.1482 -2.0934
H -0.9778 -0.4718 -0.8074

For the energy, the calculation gives -288.9535 Eh. For the highest occupied orbital energy, the calculation gives -9.2 eV. The value obtained for the HOMO-LUMO gap is 0.3733 hartree. Its spin multiplicity is 1. The LUMO energy is 0.95 eV. Its energy above the lowest of the compared OMol25 structures with the same formula, charge and spin is 39.9 kcal per mole.

***

Record 4
# C6H7O7Rb

C6H7O7Rb as an isolated structure (wB97M-V/def2-TZVPD, the OMol25 dataset).

Atoms and positions in Å:
C -0.5589 1.4414 -2.6149
C -0.1137 1.5132 -1.1597
O -0.8991 0.6137 -0.3885
C -0.6125 0.4752 0.9147
O 0.3128 1.1454 1.4354
O -1.2544 -0.4086 1.5357
H -1.6001 1.0774 -2.5871
H -0.1103 2.0354 -4.4434
H -0.2281 2.5400 -0.7823
H 0.9520 1.2731 -1.0466
C -0.3402 2.6727 -3.4419
C -1.5010 3.4190 -3.9960
O -2.7571 2.9570 -3.8173
C -3.8116 3.3791 -4.6652
O -3.9826 4.5964 -4.7950
O -4.4051 2.4221 -5.1806
H -1.3808 4.2837 -4.6483
H 0.2753 3.4344 -2.9254
Rb 0.2429 -0.8448 6.0480
O 0.5314 0.5585 -3.2124
H 0.5107 0.5781 -4.1721

For the energy, the calculation gives -783.5035 Eh. For the highest occupied orbital energy (alpha / beta), the calculation gives -1.7 / -4.3 eV. The value obtained for the HOMO-LUMO gap (alpha / beta) is 0.0432 / 0.1569 hartree. Its spin multiplicity is 2. The LUMO energy (alpha / beta) is -0.48 / 0.01 eV. The net charge is -1.

***

Record 5
# C4H4O2

A single C4H4O2 molecule (wB97M-V/def2-TZVPD, the OMol25 dataset).

Atoms and positions in Å:
O -0.8480 -2.1224 -0.6456
C -0.4906 -1.0425 -0.2736
C 0.8679 -0.3389 -0.2781
C 0.1668 0.9245 0.1481
O -0.9532 1.1710 -0.5963
C -1.2491 0.1450 0.3613
H 1.4179 -0.2377 -1.2075
H 1.4931 -0.7956 0.5024
H 0.5588 1.7775 0.7064
H -0.8210 0.4680 1.3533

For the energy, the calculation gives -305.1348 Eh. For the highest occupied orbital energy, the calculation gives -9.3 eV. The value obtained for the HOMO-LUMO gap is 0.3693 hartree. Its spin multiplicity is 1. The LUMO energy is 0.76 eV. Its energy above the lowest of the compared OMol25 structures with the same formula, charge and spin is 90.8 kcal per mole.

***

Record 6
# C17H18N5O3SeZn

C17H18N5O3SeZn as an isolated structure (wB97M-V/def2-TZVPD, the OMol25 dataset).

Atoms and positions in Å:
Zn 0.1903 -0.1554 0.8200
N -1.3995 0.9851 1.7505
C -1.4721 0.9656 3.2474
C -1.1533 -0.4020 3.8486
C 0.2508 -0.7621 3.3944
O 1.2188 -0.2569 3.9597
O 0.3062 -1.4450 2.3018
H -1.4373 1.9557 1.4521
H -2.2421 0.5568 1.3748
H -2.4593 1.3003 3.5674
H -0.7374 1.6821 3.6107
H -1.8710 -1.1560 3.5246
H -1.2000 -0.3052 4.9321
Se -1.4518 -1.7095 -6.5181
N -0.2460 -0.6689 -5.7281
C -0.4001 -0.8175 -4.4391
C 0.4217 -0.1292 -3.4494
C 1.4846 0.7115 -3.7859
C 2.2265 1.2900 -2.7793
C 1.8861 1.0301 -1.4564
N 0.8650 0.2479 -1.1249
C 0.1473 -0.3388 -2.1020
C -0.9199 -1.2601 -1.6774
N -1.0786 -1.4183 -0.3557
C -1.9664 -2.2934 0.0944
C -2.7728 -3.0353 -0.7642
C -2.6384 -2.8599 -2.1251
C -1.6862 -1.9581 -2.6063
C -1.4393 -1.7228 -4.0233
N -2.1170 -2.3013 -4.9792
H 1.7118 0.8830 -4.8298
H 3.0668 1.9325 -2.9983
H 2.4532 1.4436 -0.6332
H -2.0090 -2.4135 1.1702
H -3.4832 -3.7415 -0.3594
H -3.2441 -3.4151 -2.8292
C 3.3532 2.6241 2.4924
C 1.9535 2.2708 2.0477
O 1.8720 0.8907 1.6495
H 3.4033 3.6743 2.7808
H 4.0746 2.4501 1.6939
H 3.6385 2.0223 3.3558
H 1.6478 2.8603 1.1809
H 1.2391 2.4551 2.8543
H 2.0138 0.3337 2.4605

For the energy, the calculation gives -5338.7952 Eh. For the highest occupied orbital energy, the calculation gives -12.1 eV. The value obtained for the HOMO-LUMO gap is 0.3065 hartree. Its spin multiplicity is 1. The LUMO energy is -3.80 eV. Its energy above the lowest of the compared OMol25 structures with the same formula, charge and spin is 0.0 kcal per mole. The net charge is +1.